1.
This record from the OMol25 dataset describes a 40-piece molecular cluster, H80O40 overall. The level of theory is ωB97M-V/def2-TZVPD.

Values from the calculation:
Kohn-Sham gap = 9.2224 eV
HOMO energy = -10.29 eV
2S+1 = 1
Relative energy (zero: lowest compared OMol25 entry of this formula, charge and spin) = 231.26 kcal per mole
LUMO = -1.1 eV

```
120
Properties=species:S:1:pos:R:3:forces:R:3
H 0.981 5.066 2.417 -0.1 0.5 0.0
H -0.005 6.140 1.931 0.0 0.2 -0.4
O 0.204 5.586 2.683 1.3 -0.1 0.3
H -5.504 1.559 1.071 0.2 0.2 -0.3
H -5.264 0.832 -0.355 -0.4 0.3 2.0
O -5.565 0.723 0.597 0.1 -0.2 -1.8
H -4.918 -2.863 -1.160 -0.2 -0.3 -0.2
H -3.508 -3.386 -1.265 0.7 -0.3 -0.5
O -4.017 -2.679 -0.881 -0.5 0.4 0.1
H -2.189 -3.305 3.895 0.1 -0.2 0.1
H -0.984 -4.238 4.091 -0.4 0.0 0.2
O -1.731 -3.842 4.566 0.4 0.0 -0.5
H 6.062 3.029 0.910 -2.2 -0.6 0.4
H 4.714 3.573 0.436 0.1 -0.3 0.6
O 5.059 2.871 1.024 2.1 1.1 -1.0
H 6.438 -1.084 0.172 -0.5 0.5 -0.9
O 6.564 -1.636 0.923 1.0 -0.3 1.0
H 0.828 -3.891 -0.452 0.8 -0.8 -0.9
O 1.417 -3.972 -1.256 -1.1 0.2 1.4
H -4.056 -1.178 -2.256 0.6 0.6 -0.2
H -3.008 -0.078 -2.544 0.4 0.2 1.0
O -3.714 -0.564 -2.940 -0.9 -1.1 -0.9
H 3.602 -3.200 1.728 1.7 -0.2 -0.4
H 3.118 -4.413 1.435 0.0 -1.6 -0.7
O 3.997 -4.029 1.334 -1.8 1.9 1.1
H -2.325 -0.567 4.580 1.2 -0.8 -1.9
H -1.801 0.192 3.289 0.1 -1.1 0.3
O -1.853 -0.717 3.676 -0.2 1.9 1.1
H -0.103 -1.619 3.751 -0.8 -0.4 1.2
H 0.369 -1.216 2.535 0.7 -0.7 -0.2
O 0.532 -1.988 3.139 0.1 2.0 -1.1
H 4.238 -0.407 -3.302 0.2 -0.3 0.1
O 4.639 0.463 -3.228 2.0 -0.8 0.6
H -2.040 1.189 -0.719 0.9 0.3 0.7
H -2.957 1.651 -1.757 -0.7 0.2 0.9
O -2.966 1.177 -0.919 -1.2 -0.3 -0.1
H -3.911 -0.350 5.782 1.1 0.7 0.1
H -4.530 -0.436 4.240 0.8 0.5 0.3
O -4.614 -0.573 5.205 -2.1 -1.0 0.2
H 3.630 1.664 -4.057 0.3 -0.7 0.8
H 3.489 2.773 -5.026 0.7 -1.5 -0.7
O 3.866 1.847 -4.958 -1.4 3.1 -1.4
H -6.802 -1.297 0.671 -0.9 -0.1 -1.4
H -5.860 -1.836 -0.201 0.3 0.0 -0.5
O -6.813 -1.713 -0.242 0.6 0.4 2.1
H -0.337 3.226 1.256 0.8 0.3 1.6
H 0.462 2.969 -0.192 0.4 0.2 1.3
O -0.322 2.984 0.361 -1.4 -0.6 -3.2
H -3.828 0.562 2.221 -0.8 -0.3 0.3
H -3.600 -0.912 2.356 0.0 -0.4 0.1
O -4.187 -0.224 2.682 0.2 0.7 -0.9
H 0.759 -3.174 1.962 -0.5 -0.2 0.0
O 0.274 -3.878 1.488 0.5 -0.5 -0.5
H 4.865 -3.475 -2.130 1.2 0.2 0.1
H 3.963 -3.965 -3.064 1.6 0.2 -1.3
O 4.933 -3.673 -3.080 -2.9 -0.4 1.2
H 3.265 2.104 -0.012 1.1 0.4 0.2
O 2.528 1.521 -0.081 -0.9 0.2 0.9
H -0.416 2.106 -2.893 0.7 0.3 -0.6
H -1.879 1.657 -2.919 0.0 -0.1 -1.0
O -1.159 1.876 -2.343 0.5 0.2 0.1
H -3.967 -4.074 1.342 0.9 0.5 -0.1
H -4.536 -3.404 2.481 1.2 0.6 0.0
O -3.683 -3.379 1.970 -2.0 -1.0 0.5
H -0.714 -2.532 -0.182 0.8 -0.9 0.7
H -1.037 -1.345 -0.780 0.9 0.8 -0.3
O -0.204 -1.781 -0.502 -1.4 0.8 0.3
H 0.600 4.404 -4.466 -0.8 -1.2 -0.7
H -0.523 3.615 -5.375 2.4 0.2 1.4
O 0.354 3.520 -4.853 -1.6 1.1 -0.7
H -0.883 4.151 2.962 -3.1 0.5 -1.3
H -1.773 4.770 1.811 0.2 -0.1 0.0
O -1.822 4.116 2.514 1.8 -0.8 1.4
H -1.643 5.556 -1.897 0.2 0.8 0.8
H -0.691 4.647 -1.390 0.9 -1.3 0.7
O -0.961 5.532 -1.187 -1.7 0.7 -1.3
H 2.384 5.500 -1.939 0.3 -0.2 0.0
H 0.956 6.055 -1.734 0.2 -1.1 0.4
O 1.500 5.234 -1.670 -0.4 1.2 -0.1
H 1.887 -1.069 -1.004 -1.2 -0.6 -0.6
H 2.038 -0.558 -2.627 -0.2 -1.0 1.5
O 2.319 -0.548 -1.674 1.2 1.0 -0.8
H 4.035 1.308 2.612 0.4 0.4 0.3
H 3.224 0.494 1.717 -0.3 -0.2 -1.0
O 3.362 0.630 2.642 0.2 -0.1 0.9
H 1.824 3.116 -2.028 -0.1 1.1 -0.1
H 1.617 1.710 -1.671 -0.1 -0.5 0.6
O 1.552 2.294 -2.422 -0.1 -0.2 -0.8
H -1.329 -5.712 -3.528 0.7 -0.6 0.5
O -0.682 -6.316 -3.098 -0.8 0.6 -0.5
H 0.651 -2.911 -4.589 -0.6 -0.7 -0.3
H 1.366 -1.688 -4.153 0.3 -0.3 -0.4
O 1.525 -2.629 -4.352 0.3 0.6 0.5
H -0.486 -3.982 2.062 -0.3 -0.1 -0.1
H 5.742 -2.049 1.168 -0.5 -0.2 -0.2
H 2.752 0.833 -0.701 0.6 -1.0 -0.8
H 1.765 -3.079 -1.226 0.4 0.2 -0.6
H 5.545 0.371 -3.645 -1.7 0.2 0.6
H -0.712 -6.077 -2.166 0.1 0.0 -0.1
O 1.349 0.120 -4.205 -0.1 -0.3 0.1
H 1.424 0.722 -3.465 -0.3 1.0 0.0
H 1.796 0.592 -4.912 0.3 0.0 -0.4
O 1.853 -3.354 4.982 0.7 0.7 2.3
H 2.397 -3.654 4.279 0.0 -0.6 -1.1
H 0.931 -3.541 4.900 -0.5 -0.4 -0.7
O -1.502 -2.836 -2.565 -1.0 -1.4 0.4
H -0.560 -3.007 -2.428 0.0 0.8 -0.5
H -1.806 -2.052 -3.025 0.7 0.2 -0.2
O -2.082 -1.481 6.033 -1.3 2.2 1.3
H -2.840 -2.067 6.102 0.9 -0.9 -0.2
H -1.208 -1.786 5.861 0.3 -1.4 -0.1
O 0.704 0.829 1.895 -1.5 0.0 1.2
H 1.260 0.994 2.662 0.4 -0.2 -0.1
H 1.250 0.406 1.254 0.6 -0.1 -0.7
O -4.618 3.120 2.738 0.3 1.0 -0.8
H -4.354 2.934 3.628 0.0 -0.5 1.0
H -4.054 3.906 2.567 -0.4 -0.8 -0.2
O 3.652 4.476 -2.819 0.8 0.9 0.3
H 3.187 4.374 -3.645 -0.1 -0.4 -0.3
H 3.838 3.624 -2.436 0.1 -0.6 -0.3
```
Forces are in eV/Å.

2.
This record from the OMol25 dataset describes C41H54N7O4RuS2 as an isolated structure. The level of theory is ωB97M-V/def2-TZVPD.

Values from the calculation:
Expectation value of S² = 0.986
Kohn-Sham gap (alpha / beta) = 6.4067 / 6.6243 eV
Total charge = +2
HOMO energy (alpha / beta) = -12.80 / -12.74 eV
2S+1 = 2
Relative energy (zero: lowest compared OMol25 entry of this formula, charge and spin) = 8.49 kcal per mole
LUMO (alpha / beta) = -6.4 / -6.1 eV

```
109
Properties=species:S:1:pos:R:3:forces:R:3
Ru 0.462 0.857 0.418 -0.3 -1.0 1.0
C -2.494 -5.489 0.914 -0.1 0.0 0.1
C -3.166 -4.777 2.047 0.1 0.2 0.1
C -3.974 -5.449 2.953 0.0 0.1 0.0
C -4.601 -4.782 3.992 0.0 0.1 0.0
C -4.457 -3.410 4.122 0.0 -0.1 0.0
C -3.664 -2.715 3.225 0.0 0.0 -0.2
C -2.996 -3.396 2.209 -0.3 -0.2 0.5
N -2.197 -2.725 1.259 0.1 0.1 -0.6
C -1.396 -1.644 1.405 0.4 -0.4 0.6
N -1.012 -1.367 2.675 -0.5 -0.7 -0.2
C -0.371 -0.253 3.229 0.5 1.0 -0.1
C 0.222 0.745 2.439 -0.1 0.0 0.3
C 0.692 1.880 3.109 0.0 -0.2 0.0
C 0.669 1.994 4.484 0.0 -0.1 0.1
C 0.177 0.940 5.242 0.1 0.2 -0.2
C -0.351 -0.188 4.639 0.0 0.1 -0.2
C -0.898 -1.296 5.497 0.0 0.2 0.0
N -0.915 -1.019 0.353 1.5 2.1 0.5
C -1.411 -1.370 -0.920 -0.1 -0.5 -0.9
C -0.486 -1.730 -1.910 -0.2 -0.2 0.4
C -0.910 -2.188 -3.139 -0.1 0.0 -0.1
C -2.267 -2.293 -3.412 0.0 0.0 0.1
C -3.186 -1.871 -2.471 0.2 -0.1 0.0
C -2.786 -1.382 -1.233 0.4 0.3 0.2
C -3.824 -0.835 -0.300 -0.1 0.0 0.0
H -2.701 -6.552 0.963 0.0 -0.1 -0.1
H -1.414 -5.340 0.947 0.1 0.0 -0.1
H -2.860 -5.120 -0.046 0.0 -0.1 -0.2
H -4.117 -6.513 2.840 0.0 -0.1 0.0
H -5.217 -5.324 4.691 -0.1 -0.1 0.1
H -4.974 -2.879 4.908 0.0 0.0 0.0
H -3.609 -1.637 3.283 0.0 0.1 0.0
H -2.310 -3.050 0.305 0.1 0.2 0.2
H -1.443 -1.968 3.368 0.1 0.0 -0.2
H 1.085 2.710 2.532 0.0 0.0 0.0
H 1.036 2.885 4.971 0.0 0.1 0.0
H 0.186 1.014 6.319 0.0 -0.1 0.1
H -0.639 -1.105 6.536 0.0 -0.1 0.0
H -0.482 -2.268 5.225 -0.1 -0.1 0.0
H -1.987 -1.346 5.438 -0.1 -0.1 0.0
H 0.574 -1.653 -1.694 0.0 0.0 0.0
H -0.185 -2.464 -3.887 0.1 -0.1 -0.1
H -2.600 -2.678 -4.361 -0.1 0.0 -0.2
H -4.242 -1.911 -2.689 -0.1 0.0 -0.1
H -4.536 -0.252 -0.883 -0.1 0.1 0.1
H -3.381 -0.192 0.463 -0.1 0.0 0.0
H -4.379 -1.634 0.195 0.0 0.1 0.0
C -0.302 5.784 -3.468 -0.1 0.1 -0.1
C 0.876 4.840 -3.584 0.0 -0.3 -0.9
S 0.771 4.157 -5.284 1.0 0.0 0.6
O 1.022 5.220 -6.202 0.2 0.3 -0.2
O -0.462 3.430 -5.349 -0.4 -0.5 0.0
C 2.162 2.948 -5.459 -0.8 0.6 0.4
C 1.703 1.532 -5.158 0.3 0.0 -1.1
N 1.120 1.376 -3.848 -0.6 -0.3 1.3
C 1.736 1.516 -2.636 -0.1 -0.2 -0.7
N 0.858 1.405 -1.645 -0.8 0.1 -0.4
C -0.369 1.208 -2.207 0.2 0.2 -2.2
C -0.228 1.155 -3.590 2.0 1.0 3.2
N -1.210 0.820 -4.471 -3.0 -1.5 -2.4
O -0.899 0.571 -5.669 -1.5 0.3 2.8
O -2.352 0.693 -3.939 2.4 0.5 -1.9
C 3.186 1.783 -2.480 0.0 0.0 -0.1
H -0.375 6.214 -2.471 0.1 0.0 0.0
H -1.222 5.252 -3.703 -0.1 0.1 0.1
H -0.188 6.589 -4.189 -0.1 0.1 0.0
H 0.810 4.006 -2.890 0.0 -0.2 0.1
H 1.826 5.357 -3.490 0.2 0.0 0.0
H 2.967 3.309 -4.822 0.1 0.0 0.0
H 2.465 3.027 -6.501 0.0 0.1 0.0
H 2.541 0.834 -5.278 -0.2 0.1 0.1
H 0.910 1.257 -5.869 0.6 0.1 0.3
H -1.284 1.087 -1.652 0.0 -0.1 -0.1
H 3.724 1.491 -3.376 0.1 0.0 -0.1
H 3.589 1.236 -1.632 0.0 0.0 0.0
H 3.365 2.842 -2.299 0.0 0.1 0.0
C -1.873 3.841 -0.634 0.0 -0.2 0.2
S -1.643 2.521 0.585 0.2 0.0 0.1
C -1.880 3.495 2.098 0.0 -0.2 -0.2
H -1.164 4.646 -0.462 0.1 0.0 0.0
H -2.892 4.203 -0.524 0.0 0.1 -0.1
H -1.745 3.421 -1.627 0.0 0.0 -0.1
H -2.895 3.886 2.077 0.0 0.0 0.0
H -1.163 4.311 2.146 0.1 0.0 0.0
H -1.752 2.834 2.949 0.0 0.0 0.0
C 2.334 -2.372 2.437 -0.5 0.3 0.8
N 2.955 -2.787 1.171 -0.2 -0.3 -0.3
C 4.324 -3.289 1.388 0.8 -0.3 0.1
C 2.849 -1.707 0.135 -0.2 0.8 -0.5
C 3.416 -0.367 0.533 -0.3 -0.1 0.0
C 4.798 -0.198 0.616 -0.1 0.1 0.0
C 5.340 1.030 0.935 0.2 0.0 -0.1
C 4.508 2.122 1.102 -0.1 -0.1 -0.1
C 3.141 1.970 0.951 -0.3 0.0 0.0
C 2.558 0.730 0.701 -0.9 -0.5 0.0
H 2.177 -3.237 3.077 0.1 -0.1 0.0
H 1.378 -1.890 2.239 0.0 -0.1 -0.1
H 2.973 -1.656 2.951 0.1 0.0 -0.2
H 2.412 -3.573 0.798 0.0 0.1 0.1
H 4.932 -2.523 1.864 -0.2 0.0 0.0
H 4.776 -3.576 0.440 -0.1 0.1 0.0
H 4.298 -4.163 2.036 -0.2 0.0 0.0
H 1.777 -1.557 -0.063 0.3 -0.3 0.1
H 3.339 -2.076 -0.770 -0.1 -0.1 0.1
H 5.461 -1.023 0.405 0.1 -0.1 0.0
H 6.408 1.139 1.018 0.2 0.0 0.0
H 4.923 3.091 1.324 0.1 0.2 0.0
H 2.525 2.861 1.017 -0.1 0.0 0.1
```
Forces are in eV/Å.

3.
This record from the OMol25 dataset describes C34H28Br2F3N8O3Ti as an isolated structure. The level of theory is ωB97M-V/def2-TZVPD.

Values from the calculation:
Kohn-Sham gap = 7.3829 eV
Total charge = +1
HOMO energy = -10.92 eV
2S+1 = 1
LUMO = -3.5 eV

```
79
Properties=species:S:1:pos:R:3:forces:R:3
Ti -0.760 0.212 -0.382 -0.5 1.3 -0.5
Br -6.102 -0.028 -4.669 -0.1 0.0 0.0
C -4.563 -0.020 -3.604 -0.1 0.0 -0.1
C -4.245 -1.121 -2.834 0.0 -0.1 0.0
C -3.096 -1.059 -2.070 0.1 0.0 0.0
N -2.298 0.013 -2.057 0.0 -0.1 0.4
C -2.606 1.071 -2.817 0.2 0.0 0.1
C -3.738 1.094 -3.604 -0.1 0.1 -0.1
C -1.625 2.187 -2.769 -0.1 -0.1 0.1
C -1.692 3.281 -3.612 -0.1 0.1 -0.1
C -0.702 4.244 -3.521 0.0 0.1 0.0
Br -0.762 5.749 -4.633 0.0 0.0 0.0
C 0.335 4.085 -2.620 0.0 0.0 0.0
C 0.323 2.958 -1.820 0.0 0.0 0.0
N -0.640 2.039 -1.879 0.1 -0.2 0.1
H -4.869 -2.004 -2.822 0.0 0.0 0.0
H -2.786 -1.894 -1.457 0.0 0.0 0.0
H -3.990 1.951 -4.212 0.0 0.0 0.0
H -2.485 3.392 -4.337 0.0 0.0 0.0
H 1.135 4.808 -2.546 0.0 0.0 0.0
H 1.120 2.767 -1.115 0.0 0.0 0.0
N -2.966 3.375 1.370 -0.1 0.0 0.0
C -2.035 2.524 0.955 0.0 -0.2 -0.1
O -2.304 1.652 0.102 -0.1 0.3 0.2
C -0.643 2.602 1.497 0.0 -0.3 0.0
C 0.011 1.230 1.317 -0.2 0.3 0.1
H -3.903 3.313 1.007 0.0 0.0 0.0
H -2.761 4.072 2.063 0.0 0.0 0.1
H -0.664 2.945 2.533 0.0 0.1 0.1
H -0.123 3.372 0.923 0.0 0.1 0.0
H -0.301 0.582 2.141 0.0 -0.1 -0.2
H 1.093 1.313 1.361 0.1 -0.1 -0.1
N 1.420 -1.650 1.362 0.0 0.1 0.1
N 1.068 -2.746 0.579 -0.2 0.1 0.0
C 0.075 -2.683 -0.364 0.0 0.3 -0.2
O -0.122 -3.579 -1.138 -0.2 -0.1 -0.1
O -0.668 -1.556 -0.339 0.4 -1.6 0.3
H 2.181 -1.127 0.945 0.0 0.1 0.0
H 1.676 -1.965 2.288 0.0 0.0 0.1
H 1.740 -3.474 0.404 0.1 -0.1 0.0
C -4.681 -1.204 2.257 0.0 0.0 0.1
C -3.826 -0.500 1.431 0.0 0.1 0.1
N -2.508 -0.723 1.396 0.0 0.0 -0.2
C -2.015 -1.663 2.195 0.2 0.2 -0.2
C -2.781 -2.407 3.075 0.0 -0.2 0.2
C -4.147 -2.175 3.093 -0.1 -0.1 0.0
C -2.159 -3.434 3.938 -0.3 0.0 -0.2
C -1.030 -3.353 4.638 0.3 0.1 0.1
C -0.098 -2.210 4.773 -0.2 -0.1 -0.1
C 1.171 -2.430 5.297 0.1 -0.1 0.1
C 2.041 -1.355 5.344 0.1 0.1 0.0
N 1.689 -0.134 4.944 -0.2 0.0 0.0
C 0.435 -0.017 4.509 0.0 -0.2 0.2
N -0.469 -0.983 4.386 0.2 0.2 0.3
H -5.742 -0.991 2.252 0.0 0.0 0.0
H -4.198 0.276 0.771 0.0 0.0 0.0
H -0.945 -1.818 2.144 -0.1 -0.1 -0.1
H -4.788 -2.739 3.761 0.0 0.0 0.0
H -2.694 -4.380 3.979 0.0 0.1 0.1
H -0.724 -4.240 5.183 0.0 0.0 0.0
H 1.466 -3.411 5.651 0.0 0.1 -0.1
H 3.057 -1.473 5.708 -0.1 0.0 0.0
H 0.116 0.981 4.221 0.1 -0.1 0.1
F 8.488 -0.342 -2.705 0.0 0.0 0.0
C 7.587 -0.221 -3.694 -0.1 0.0 0.1
F 7.910 0.865 -4.411 0.0 0.0 0.0
F 7.736 -1.289 -4.496 0.0 0.0 0.0
C 6.186 -0.136 -3.150 0.0 0.0 0.1
C 5.253 0.693 -3.750 -0.1 0.0 0.0
C 3.965 0.759 -3.244 0.0 0.0 0.0
C 3.599 -0.007 -2.136 -0.1 0.1 0.1
C 4.546 -0.851 -1.552 0.1 -0.1 0.0
C 5.834 -0.913 -2.053 -0.1 0.0 0.0
C 2.268 0.088 -1.596 0.1 -0.2 -0.2
C 1.129 0.150 -1.174 0.4 0.1 0.1
H 5.533 1.288 -4.609 0.0 0.0 0.0
H 3.230 1.405 -3.708 0.0 0.0 0.0
H 4.269 -1.464 -0.702 0.0 0.1 0.0
H 6.568 -1.563 -1.594 0.0 0.0 0.0
```
Forces are in eV/Å.

Computed total energy, in the same sequence as the records: -3057.38881, -3169.60153, -8273.18770 Ha.
Computed strongest force on any atom, in the same sequence as the records: 3.66, 4.09, 1.70 eV/Å.